No. 1
25
Properties=species:S:1:pos:R:3:forces:R:3 method="wB97M-V/def2-TZVPD" total_charge=+1 max_force_ev_per_a=4.0 homo_energy_ev="-11.77 / -13.53" spin_multiplicity=7 e_lumo_ev="-3.515 / -8.605" total_energy_ha=-1875.839377 e_above_lowest_kcal_mol=24.6 mol_weight_g_mol=221.01
O -1.590 7.737 3.682 0.226 -0.802 -1.930
C -0.528 7.425 2.864 -0.098 -0.964 -0.045
C 0.843 7.461 3.517 0.571 -0.299 0.544
O 0.827 8.497 4.503 -0.109 -0.028 -1.033
C 1.775 8.436 5.568 0.927 -0.187 0.736
C 1.187 9.257 6.717 0.957 0.434 0.000
O -0.134 8.901 6.972 -1.088 -0.594 -1.434
Fe -1.005 8.391 5.366 0.246 1.260 3.743
H -0.522 8.120 2.002 -0.621 -0.616 -0.343
H 1.647 7.637 2.787 -0.341 -0.065 0.087
H 1.055 6.504 4.029 0.018 0.213 -0.123
H 2.749 8.826 5.235 -0.315 -0.098 0.048
H 1.895 7.383 5.875 -0.082 0.256 -0.101
H 1.274 10.331 6.453 -0.136 -0.340 0.122
H 1.838 9.098 7.598 -0.333 0.018 -0.251
H -0.800 6.208 2.561 0.076 2.078 -0.094
O -1.587 4.130 3.900 0.005 0.736 0.042
C 0.730 3.844 2.239 0.512 -0.215 0.271
O -0.621 3.753 1.824 -0.514 1.001 -0.031
C -1.524 4.464 2.568 -0.021 -1.644 -0.226
H 1.334 3.342 1.476 -0.173 0.164 0.248
H 1.038 4.900 2.313 0.015 -0.304 -0.112
H 0.889 3.352 3.211 -0.048 0.070 -0.283
H -2.513 4.404 2.105 0.252 0.239 0.053
H -0.874 4.550 4.394 0.075 -0.314 0.112



No. 2
17
Properties=species:S:1:pos:R:3:forces:R:3 method="wB97M-V/def2-TZVPD" total_charge=+1 max_force_ev_per_a=2.8 homo_energy_ev=-13.53 spin_multiplicity=1 e_lumo_ev=-5.215 smiles="CO/N=C/[C@H]1C=[N+]1C" total_energy_ha=-380.216589 e_above_lowest_kcal_mol=147.6 mol_weight_g_mol=113.14
C -0.861 -2.758 -2.395 -0.649 -0.567 -0.559
O -0.078 -1.584 -2.010 0.335 0.610 1.325
N 0.187 -1.412 -0.650 -1.760 -1.937 -0.854
C 0.616 -0.284 -0.292 0.937 0.567 -1.995
C 0.816 -0.010 1.104 -0.317 -1.393 0.771
C 1.686 1.003 1.718 -0.682 -0.557 -1.411
N 0.486 1.333 1.584 1.479 0.385 1.209
C -0.345 2.484 1.456 0.385 -0.211 -1.828
H -1.915 -2.497 -2.713 1.300 0.363 0.391
H -1.009 -3.546 -1.628 0.748 0.735 -0.131
H -0.334 -3.167 -3.294 -0.403 0.292 0.930
H 0.890 0.482 -0.989 -0.062 0.515 -0.699
H 0.542 -0.830 1.713 -0.558 -0.593 0.823
H 2.691 1.321 1.792 0.732 0.779 0.562
H -0.607 2.395 0.349 0.711 1.394 1.044
H -1.279 2.253 1.847 -1.632 -0.169 1.404
H 0.169 3.333 1.948 -0.564 -0.212 -0.981



No. 3
9
Properties=species:S:1:pos:R:3:forces:R:3 method="wB97M-V/def2-TZVPD" max_force_ev_per_a=8.3 homo_energy_ev=-10.72 spin_multiplicity=1 e_lumo_ev=0.822 smiles=FC1(Cl)CC1 total_energy_ha=-676.647903 e_above_lowest_kcal_mol=58.7 mol_weight_g_mol=94.52
F 1.117 0.239 -0.992 -0.390 1.758 0.397
C 0.207 0.194 0.081 0.851 -1.596 -2.380
Cl -1.323 -0.341 -0.772 0.734 0.806 1.321
C 0.520 0.918 1.389 0.222 -0.309 1.989
C 0.872 -0.548 1.102 -7.097 -1.541 3.926
H 1.478 1.416 1.340 -0.485 1.267 -0.067
H -0.181 1.070 2.419 1.853 -0.016 -3.622
H -0.106 -0.985 1.667 2.536 -0.104 -1.105
H 1.644 -1.238 1.207 1.776 -0.265 -0.459